{
  "formula": "C21H27NO5",
  "method": "ωB97M-V with the def2-TZVPD basis set",
  "elements": ["C", "C", "C", "C", "O", "C", "C", "C", "C", "C", "C", "C", "C", "C", "N", "C", "C", "C", "O", "O", "C", "H", "H", "H", "H", "C", "C", "H", "H", "H", "H", "H", "H", "C", "O", "O", "C", "H", "H", "H", "H", "H", "H", "H", "H", "H", "H", "H", "H", "H", "H", "H", "H", "H"],
  "xyz": [[-0.9373, -1.3631, 6.1422], [-1.0941, -0.0342, 5.4104], [-0.5594, -0.0688, 3.9800], [-1.4039, -0.9469, 3.0534], [-1.0122, -0.8280, 1.7010], [0.1166, -1.4467, 1.2597], [0.8673, -2.3451, 2.0095], [1.9828, -2.9571, 1.4644], [2.3621, -2.6783, 0.1675], [1.6218, -1.7768, -0.5803], [0.5031, -1.1519, -0.0595], [-0.3053, -0.1380, -0.8596], [0.2202, 0.0143, -2.2644], [1.2303, 0.8738, -2.5117], [1.6932, 1.7414, -1.5636], [0.8657, 2.0031, -0.4986], [-0.1771, 1.2125, -0.1944], [-1.1641, 1.6926, 0.7821], [-0.9096, 2.4407, 1.7008], [-2.4005, 1.2636, 0.4943], [-3.4468, 1.6825, 1.3523], [-3.0473, 1.9431, 2.3345], [-3.9445, 2.5562, 0.9244], [-4.1517, 0.8561, 1.4265], [1.0395, 2.9271, 0.0327], [2.7606, 2.6631, -1.8844], [2.2574, 3.8873, -2.6484], [3.0854, 4.5544, -2.8713], [1.7904, 3.5865, -3.5834], [1.5234, 4.4290, -2.0567], [3.5043, 2.1305, -2.4825], [3.2330, 2.9751, -0.9498], [1.6891, 0.9392, -3.4866], [-0.3701, -0.8207, -3.3069], [-1.3291, -1.5408, -3.1571], [0.2766, -0.7126, -4.4951], [-0.2481, -1.5121, -5.5424], [0.3896, -1.3396, -6.4060], [-1.2782, -1.2233, -5.7626], [-0.2350, -2.5669, -5.2594], [-1.3490, -0.4625, -0.8751], [1.9222, -1.5645, -1.5952], [3.2293, -3.1548, -0.2642], [2.5507, -3.6540, 2.0630], [0.5900, -2.5847, 3.0237], [-2.4421, -0.6016, 3.0673], [-1.3915, -1.9968, 3.3677], [-0.5557, 0.9421, 3.5668], [0.4731, -0.4245, 3.9819], [-0.5508, 0.7368, 5.9603], [-2.1484, 0.2513, 5.3965], [-1.5405, -2.1402, 5.6797], [-1.2545, -1.2626, 7.1777], [0.1033, -1.6809, 6.1341]],
  "fmax_ev_per_a": 0.67,
  "gap_ev": 8.706,
  "total_energy_ev": -33942.7577,
  "charge": 0,
  "e_above_lowest_ev": 1.3065,
  "smiles": "CCCCOc1ccccc1C1C(C(=O)OC)=CN(CC)C=C1C(=O)OC"
}